The molecule C21H21F3N4O2 at a distorted geometry, computed with the ωB97M-V functional and the def2-TZVPD basis.

XYZ file:
```
51
Properties=species:S:1:pos:R:3
C 2.5974 3.4960 -0.2329
H 3.3601 2.7423 -0.4121
H 1.8118 3.3881 -0.9773
H 3.0485 4.4784 -0.3493
C 2.0231 3.3450 1.1762
C 1.3876 2.0013 1.3737
C 0.2251 1.6593 0.6937
N -0.3958 0.4989 0.8234
C 0.0982 -0.3948 1.6703
C 1.2693 -0.1681 2.3846
C 1.9213 1.0415 2.2265
H 2.8334 1.2432 2.7699
H 1.6536 -0.9242 3.0516
C -0.6855 -1.6714 1.8527
N -1.8485 -1.7253 1.0025
C -3.0823 -1.4509 1.4869
O -3.3295 -1.3675 2.6702
C -4.1610 -1.3112 0.4175
H -3.9151 -1.9112 -0.4594
H -5.0962 -1.6722 0.8468
C -4.3456 0.1590 0.0242
C -3.2105 0.6983 -0.7621
N -2.8809 1.9362 -0.9145
N -1.8056 1.9681 -1.7315
C -1.5288 0.7485 -2.0421
O -2.3965 -0.1212 -1.4730
C -0.4084 0.2558 -2.8854
C 0.3932 -0.7557 -2.1085
C 1.5998 -0.4059 -1.5194
C 2.3002 -1.3466 -0.7792
C 1.8107 -2.6354 -0.6119
C 0.6060 -2.9799 -1.1967
C -0.0940 -2.0469 -1.9419
H -1.0282 -2.3266 -2.4077
H 0.2148 -3.9781 -1.0748
H 2.3716 -3.3529 -0.0330
C 3.6367 -1.0148 -0.1818
F 3.7680 -1.4724 1.0747
F 3.8976 0.2972 -0.1394
F 4.6456 -1.5728 -0.8825
H 1.9916 0.5929 -1.6341
H -0.8168 -0.2072 -3.7881
H 0.1971 1.1158 -3.1664
H -5.2556 0.2645 -0.5753
H -4.4643 0.7792 0.9140
H -1.6710 -1.5925 0.0185
H -1.0473 -1.7283 2.8847
H -0.0429 -2.5373 1.6570
H -0.2423 2.3589 0.0127
H 2.8199 3.4822 1.9094
H 1.2707 4.1208 1.3383
```

M   418.4 g mol⁻¹
E_tot   -40327.317 eV
Relative energy (zero: lowest compared OMol25 entry of this formula, charge and spin)   0.0 kcal/mol
Structure (SMILES)   CCc1ccc(CNC(=O)CCc2nnc(Cc3cccc(C(F)(F)F)c3)o2)nc1

---

The molecule C21H21FN2O4 at a distorted geometry, computed with the ωB97M-V functional and the def2-TZVPD basis.

XYZ file:
```
49
Properties=species:S:1:pos:R:3
O 1.8281 -1.8473 -2.9531
C 0.7210 -1.8016 -2.4139
N 0.6444 -1.3485 -1.2300
C 1.6180 -0.6985 -0.2614
C 1.2736 -0.4146 1.1639
C 2.2560 -0.0140 2.0986
C 3.4443 0.4149 1.6991
C 3.8237 0.4680 0.0988
C 2.9621 -0.1655 -0.7385
H 3.0764 -0.3366 -1.7587
H 4.8855 0.6662 -0.3034
O 4.5307 1.2304 2.2660
C 3.7085 1.7129 3.6094
C 3.0599 0.3221 4.0882
H 2.6193 0.7898 5.0853
O 1.9521 -0.0280 3.4270
H 3.5459 -0.4739 4.3707
H 4.6463 1.7760 4.2721
H 3.1576 2.4135 3.2401
H 0.5002 -1.1274 1.5560
H -0.1516 -1.3128 -0.6167
C -0.2848 -2.5494 -2.8983
C -1.5934 -2.6545 -2.1491
H -1.3409 -3.0353 -1.0109
H -2.1197 -3.2144 -2.7180
C -2.5757 -1.2929 -2.1584
N -1.8738 -0.0360 -2.2690
C -1.4574 0.9190 -1.7179
O -0.7699 1.7909 -1.7675
C -2.3117 0.9277 -0.2242
C -1.4244 1.1522 0.7968
C -2.0782 1.3785 2.1238
C -3.4863 1.1775 2.1552
C -4.3260 1.1712 1.1498
C -3.6577 1.0102 -0.1041
H -4.1468 0.7997 -1.2191
H -5.3339 1.2579 1.0561
F -4.1156 1.0586 3.4812
H -1.4854 1.3295 3.0249
H -0.2617 1.0854 0.8379
C -1.2367 -0.2246 -3.6306
C -0.6609 -1.7352 -4.0411
H 0.1012 -1.4663 -4.7616
H -1.6892 -1.9162 -4.5491
H -1.6249 0.4726 -4.4193
H -0.3503 0.5101 -3.6477
H -3.4520 -1.3822 -2.8071
H -3.2082 -1.1651 -1.0848
H -0.0438 -3.3113 -3.4557
```

M   384.4 g mol⁻¹
E_tot   -35990.668 eV
Relative energy (zero: lowest compared OMol25 entry of this formula, charge and spin)   389.2 kcal/mol
Structure (SMILES)   O=C(Nc1ccc2c(c1)OCCO2)C1CCN(C(=O)c2ccc(F)cc2)CC1

---

C21H21N3O3S2 as an isolated structure at a distorted geometry, computed with the ωB97M-V functional and the def2-TZVPD basis.

XYZ file:
```
50
Properties=species:S:1:pos:R:3
C 4.2145 3.4085 1.8831
H 4.4825 4.0148 0.9089
H 4.7150 4.0121 2.6496
H 4.7339 2.4210 1.6494
O 2.8156 3.0536 1.9117
C 1.9101 2.5173 1.2340
C 0.5705 2.3241 1.8106
C -0.3398 1.8654 0.7621
C -0.0657 1.4128 -0.4829
C 1.3238 1.4792 -0.8674
C 2.2270 2.3144 -0.0802
O 3.4724 2.3346 -0.6479
C 3.9577 1.4199 -1.8608
H 5.0342 1.8228 -1.7977
H 3.4363 2.0481 -2.7396
H 3.6298 0.5017 -1.5958
H 1.5476 0.9803 -1.7866
C -1.0779 0.6182 -1.1411
N -1.2384 -0.5216 -0.6511
C -0.4474 -1.5277 -0.2779
N 0.7437 -1.5050 -0.9658
C 1.4109 -2.4815 -0.3857
C 0.8727 -3.4193 0.2724
C 1.3274 -4.7546 0.8617
O 2.5385 -4.9868 0.2581
C 0.4792 -5.6467 1.4150
H 0.8813 -6.7853 1.7201
H 0.0715 -4.9827 2.2754
H -0.5382 -5.9167 0.8964
S -0.7385 -3.0571 0.5929
C 2.9525 -2.5332 -1.0483
H 3.0060 -2.1670 -2.0841
H 3.6117 -2.0989 -0.2536
H 3.2433 -3.8055 -1.0918
N -2.6293 -0.7899 -0.1327
C -3.2171 0.5352 -0.4238
C -4.5974 0.5371 -0.2964
C -5.4218 1.6319 -0.1574
C -6.7476 1.5204 0.0819
C -7.0366 0.4307 0.8239
S -5.4262 -0.7452 0.9336
H -7.9567 0.0216 1.4367
H -7.5949 2.1746 -0.0386
H -5.1216 2.3264 -0.9470
C -2.5315 1.3919 -1.3173
H -2.6626 1.3740 -2.2701
H -2.3389 2.2022 -0.7274
H -0.5101 0.3309 -2.1831
H -1.2825 1.8139 1.1907
H 0.3113 2.8850 2.6838
```

M   427.6 g mol⁻¹
E_tot   -54384.294 eV
Relative energy (zero: lowest compared OMol25 entry of this formula, charge and spin)   424.4 kcal/mol

---

The lowest relative energy (zero: lowest compared OMol25 entry of this formula, charge and spin) belongs to which entry?
C21H21F3N4O2

---

Which of these has the highest M?
C21H21N3O3S2

---

What did the third record say?
C21H21N3O3S2 as an isolated structure at a distorted geometry, computed with the ωB97M-V functional and the def2-TZVPD basis.

XYZ file:
```
50
Properties=species:S:1:pos:R:3
C 4.2145 3.4085 1.8831
H 4.4825 4.0148 0.9089
H 4.7150 4.0121 2.6496
H 4.7339 2.4210 1.6494
O 2.8156 3.0536 1.9117
C 1.9101 2.5173 1.2340
C 0.5705 2.3241 1.8106
C -0.3398 1.8654 0.7621
C -0.0657 1.4128 -0.4829
C 1.3238 1.4792 -0.8674
C 2.2270 2.3144 -0.0802
O 3.4724 2.3346 -0.6479
C 3.9577 1.4199 -1.8608
H 5.0342 1.8228 -1.7977
H 3.4363 2.0481 -2.7396
H 3.6298 0.5017 -1.5958
H 1.5476 0.9803 -1.7866
C -1.0779 0.6182 -1.1411
N -1.2384 -0.5216 -0.6511
C -0.4474 -1.5277 -0.2779
N 0.7437 -1.5050 -0.9658
C 1.4109 -2.4815 -0.3857
C 0.8727 -3.4193 0.2724
C 1.3274 -4.7546 0.8617
O 2.5385 -4.9868 0.2581
C 0.4792 -5.6467 1.4150
H 0.8813 -6.7853 1.7201
H 0.0715 -4.9827 2.2754
H -0.5382 -5.9167 0.8964
S -0.7385 -3.0571 0.5929
C 2.9525 -2.5332 -1.0483
H 3.0060 -2.1670 -2.0841
H 3.6117 -2.0989 -0.2536
H 3.2433 -3.8055 -1.0918
N -2.6293 -0.7899 -0.1327
C -3.2171 0.5352 -0.4238
C -4.5974 0.5371 -0.2964
C -5.4218 1.6319 -0.1574
C -6.7476 1.5204 0.0819
C -7.0366 0.4307 0.8239
S -5.4262 -0.7452 0.9336
H -7.9567 0.0216 1.4367
H -7.5949 2.1746 -0.0386
H -5.1216 2.3264 -0.9470
C -2.5315 1.3919 -1.3173
H -2.6626 1.3740 -2.2701
H -2.3389 2.2022 -0.7274
H -0.5101 0.3309 -2.1831
H -1.2825 1.8139 1.1907
H 0.3113 2.8850 2.6838
```

M   427.6 g mol⁻¹
E_tot   -54384.294 eV
Relative energy (zero: lowest compared OMol25 entry of this formula, charge and spin)   424.4 kcal/mol